(1)
DFT (the ωB97M-V functional and the def2-TZVPD basis) results for C5H12O in the gas phase.

- total charge = 0
- energy above the lowest of the compared OMol25 structures with the same formula, charge and spin (kcal/mol) = 2.1

Each line ends with the natural charge from an NBO analysis.
Atoms and positions in Å:
C: 1.983 -0.132 -0.619  -0.6165
C: 0.800 -0.736 0.114  -0.4247
C: -0.545 0.077 -0.057  0.2536
C: -1.684 -0.753 0.539  -0.6268
C: -0.462 1.453 0.601  -0.6250
O: -0.821 0.368 -1.420  -0.7255
H: 1.850 -0.110 -1.702  0.2061
H: 2.963 -0.598 -0.464  0.2144
H: 2.112 0.929 -0.347  0.2059
H: 1.014 -0.813 1.189  0.2095
H: 0.636 -1.764 -0.246  0.1957
H: -1.508 -0.933 1.605  0.2085
H: -1.756 -1.728 0.040  0.2039
H: -2.650 -0.249 0.427  0.2174
H: -0.218 1.358 1.662  0.2057
H: -1.413 1.991 0.510  0.2186
H: 0.301 2.064 0.109  0.2168
H: -0.601 -0.425 -1.942  0.4625

Forces on the atoms, in the same order (eV/Å):
C 0.43 1.04 -0.33
C -0.46 0.17 -0.10
C 0.47 -0.22 0.49
C -0.04 -0.04 0.06
C 0.06 0.00 0.14
O 0.31 -0.73 -0.63
H -0.22 -0.14 -0.02
H -0.36 -0.26 0.31
H -0.01 -0.34 0.05
H -0.10 0.03 -0.22
H -0.09 0.18 0.10
H -0.04 0.00 -0.11
H 0.05 0.15 0.06
H 0.22 0.02 -0.01
H -0.01 0.05 -0.07
H 0.12 -0.23 -0.02
H -0.08 -0.11 0.11
H -0.25 0.44 0.19

***

(2)
DFT (the ωB97M-V functional and the def2-TZVPD basis) results for 13 unconnected molecules or ions with the total composition C44H72N8O5S3.

- total charge = -2

Each line ends with the Mulliken charge.
Atoms and positions in Å:
C: -5.205 -6.711 1.987  -1.1961
C: -4.937 -5.560 2.985  0.5426
C: -3.776 -4.686 2.535  -1.3150
O: -6.132 -4.925 3.328  -0.9418
H: -5.816 -6.325 1.171  0.2956
H: -5.693 -7.559 2.467  0.3114
H: -4.279 -7.113 1.576  0.2657
H: -4.626 -6.116 3.869  0.0272
H: -3.642 -3.804 3.160  0.3590
H: -3.898 -4.222 1.556  0.2997
H: -2.768 -5.101 2.525  0.3564
C: 0.502 -1.535 -0.393  -1.2027
C: -0.386 -0.291 -0.491  0.4828
C: -0.080 0.628 0.745  -1.2434
O: -0.237 0.345 -1.737  -0.9264
H: 0.411 -2.079 0.547  0.3516
H: 1.560 -1.292 -0.487  0.2971
H: 0.317 -2.180 -1.252  0.2386
H: -1.434 -0.568 -0.381  0.0993
H: 0.977 0.878 0.838  0.2580
H: -0.361 0.221 1.716  0.3653
H: -0.682 1.534 0.680  0.2982
C: -6.307 0.820 5.047  -0.8432
S: -8.005 1.349 4.476  0.4971
O: -8.822 0.073 4.425  -0.6047
C: -8.625 2.154 6.000  -0.8921
H: -5.674 0.586 4.191  0.3307
H: -6.497 -0.072 5.643  0.3053
H: -5.898 1.616 5.669  0.2838
H: -9.603 2.563 5.748  0.2905
H: -7.935 2.914 6.367  0.3239
H: -8.838 1.444 6.799  0.3062
C: 8.514 -3.938 3.069  -0.8805
S: 8.076 -2.338 3.920  0.4837
O: 8.964 -1.250 3.319  -0.6163
C: 6.479 -2.155 3.118  -0.8979
H: 8.576 -3.719 2.003  0.3085
H: 7.686 -4.646 3.117  0.3129
H: 9.332 -4.435 3.590  0.3089
H: 5.866 -2.972 3.498  0.3473
H: 6.477 -2.267 2.034  0.3015
H: 5.993 -1.212 3.366  0.3308
C: 3.882 -6.836 -0.095  -0.8365
S: 4.879 -6.874 -1.613  0.4985
O: 5.513 -8.247 -1.723  -0.6313
C: 3.413 -6.913 -2.723  -0.9438
H: 4.465 -6.867 0.825  0.2991
H: 3.238 -7.704 -0.234  0.2864
H: 3.278 -5.929 -0.139  0.3232
H: 2.789 -6.030 -2.589  0.3641
H: 2.737 -7.749 -2.540  0.3381
H: 3.778 -6.943 -3.749  0.2968
N: 1.381 5.433 -2.893  -0.0036
C: 0.816 6.407 -2.094  -0.5039
C: 1.656 7.468 -2.151  -0.3527
C: 2.631 7.195 -3.059  -0.3669
C: 2.398 5.951 -3.647  -0.5629
H: 1.051 4.479 -2.902  0.2248
H: -0.082 6.123 -1.566  0.4148
H: 1.629 8.339 -1.513  0.3768
H: 3.371 7.927 -3.346  0.3765
H: 2.880 5.302 -4.363  0.3968
N: 0.528 2.340 6.709  0.0317
C: 1.754 1.857 6.325  -0.4988
C: 1.796 0.538 6.831  -0.3937
C: 0.708 0.327 7.617  -0.4437
C: -0.075 1.424 7.535  -0.4176
H: 0.134 3.199 6.354  0.1913
H: 2.326 2.453 5.630  0.4112
H: 2.618 -0.148 6.685  0.3813
H: 0.567 -0.500 8.297  0.3640
H: -1.065 1.661 7.897  0.3706
N: -4.263 3.802 -3.240  0.0199
C: -4.578 4.494 -4.397  -0.6227
C: -5.795 5.147 -4.165  -0.1470
C: -6.253 4.776 -2.957  -0.4510
C: -5.307 3.975 -2.328  -0.4884
H: -3.446 3.218 -3.124  0.2144
H: -3.905 4.622 -5.232  0.3580
H: -6.234 5.864 -4.843  0.3740
H: -7.116 5.250 -2.512  0.3494
H: -5.282 3.568 -1.328  0.3930
N: 4.048 -0.088 -4.890  -0.0022
C: 4.135 -0.037 -6.262  -0.4545
C: 5.397 -0.484 -6.742  -0.4010
C: 5.933 -1.080 -5.630  -0.3185
C: 5.158 -0.810 -4.533  -0.5812
H: 3.262 0.089 -4.281  0.2568
H: 3.379 0.473 -6.841  0.3688
H: 5.677 -0.462 -7.785  0.3703
H: 6.768 -1.764 -5.642  0.3565
H: 5.279 -1.139 -3.511  0.4013
N: 4.597 4.692 1.052  0.0301
C: 5.402 3.592 0.989  -0.5382
C: 6.245 3.589 2.047  -0.3876
C: 5.880 4.625 2.957  -0.4044
C: 4.911 5.346 2.263  -0.4616
H: 4.006 5.091 0.336  0.1945
H: 5.374 2.995 0.089  0.4003
H: 7.069 2.903 2.181  0.4234
H: 6.303 4.884 3.916  0.3839
H: 4.365 6.202 2.630  0.3583
N: -0.427 7.869 5.441  -0.0063
C: -0.729 6.930 4.486  -0.5258
C: -1.987 6.433 4.822  -0.3703
C: -2.356 6.972 6.076  -0.3895
C: -1.357 7.876 6.454  -0.4830
H: 0.382 8.472 5.395  0.1969
H: -0.119 6.772 3.608  0.4330
H: -2.560 5.703 4.271  0.3986
H: -3.290 6.725 6.559  0.3841
H: -1.179 8.532 7.293  0.3635
N: -2.437 -6.138 -4.352  -0.0072
C: -2.331 -6.951 -5.413  -0.5801
C: -2.524 -8.249 -5.028  -0.3414
C: -2.616 -8.242 -3.644  -0.5049
C: -2.372 -6.908 -3.260  -0.3827
H: -2.170 -5.164 -4.372  0.2465
H: -2.149 -6.594 -6.416  0.3667
H: -2.515 -9.146 -5.629  0.3654
H: -2.659 -9.034 -2.910  0.3718
H: -2.293 -6.390 -2.316  0.4630
N: -2.333 -0.547 -6.906  0.0061
C: -1.702 -1.282 -7.944  -0.5595
C: -2.573 -1.466 -8.956  -0.2782
C: -3.752 -0.758 -8.619  -0.3822
C: -3.565 -0.220 -7.334  -0.5157
H: -1.990 -0.280 -5.995  0.2132
H: -0.721 -1.706 -7.784  0.3777
H: -2.380 -2.055 -9.840  0.3809
H: -4.632 -0.640 -9.234  0.3682
H: -4.235 0.421 -6.780  0.3866

Forces on the atoms, in the same order (eV/Å):
C 0.37 0.21 -0.29
C -2.21 -0.33 0.73
C 0.45 1.31 -0.20
O 1.39 -0.06 -0.77
H -0.14 -0.06 -0.10
H -0.35 0.19 0.11
H 0.38 -0.07 -0.26
H 0.90 -0.24 0.76
H -0.41 0.01 0.51
H -0.41 -0.24 -0.42
H 0.04 -0.80 -0.01
C 0.17 -0.20 -0.21
C 0.78 1.33 -1.08
C -0.35 0.00 -0.21
O 0.19 -0.30 1.25
H -0.30 -0.24 0.11
H 0.18 0.52 0.02
H -0.32 -0.23 0.08
H -0.44 -0.52 0.30
H 0.17 0.18 -0.34
H -0.11 -0.61 0.09
H 0.17 0.26 -0.32
C -1.09 0.33 0.21
S -0.35 -1.69 0.73
O 0.70 1.30 -0.27
C 0.13 -0.05 0.04
H -0.21 0.09 0.04
H 0.09 -0.02 -0.06
H 0.18 -0.01 -0.14
H 0.20 0.28 -0.23
H -0.11 0.16 -0.15
H 0.42 -0.40 -0.20
C -1.05 0.28 0.31
S 1.00 0.88 -1.55
O -0.83 -1.48 0.83
C -0.69 -0.53 0.01
H 0.84 0.09 0.12
H -0.33 0.16 0.41
H 0.35 0.47 -0.49
H -0.17 0.03 0.18
H 0.54 0.12 -0.03
H 0.34 0.01 0.20
C -0.24 -0.15 -0.66
S -0.16 -1.11 -0.37
O -0.52 1.16 0.25
C -0.01 0.32 0.07
H 0.11 -0.11 -0.30
H -0.04 -0.04 0.56
H 0.02 0.04 0.11
H 0.31 0.30 0.02
H 0.45 -0.35 0.19
H 0.05 -0.03 0.12
N -1.35 0.17 -0.60
C 0.13 -2.18 0.21
C -1.26 1.23 1.84
C 1.98 -0.07 -2.77
C 0.23 -0.07 1.77
H -0.08 0.13 -0.31
H 0.20 0.39 0.29
H -0.26 0.10 -0.24
H 0.16 -0.23 -0.16
H 0.25 0.40 0.05
N 0.52 -0.18 0.32
C -1.09 -1.35 -0.12
C 3.10 1.72 -1.63
C -1.16 -0.90 1.54
C -1.51 1.63 -0.44
H -0.03 -0.22 0.30
H 0.27 -0.42 0.08
H 0.01 0.09 0.02
H -0.24 -0.11 -0.32
H 0.13 -0.23 0.23
N -1.28 0.56 -0.19
C -0.45 0.61 0.81
C 2.13 0.00 -3.24
C -0.50 -0.22 3.24
C 0.43 0.02 -0.93
H -0.20 0.04 0.16
H 0.06 -0.33 0.17
H -0.09 -0.17 -0.04
H -0.09 -0.46 0.29
H 0.06 -0.12 -0.24
N 1.39 -1.44 -1.56
C 0.35 1.83 -1.39
C -3.90 0.70 0.12
C 1.65 -1.01 1.32
C 0.04 -0.35 1.34
H -0.02 0.05 -0.29
H -0.07 0.05 0.11
H 0.11 -0.17 0.21
H 0.26 0.30 0.31
H 0.08 0.04 -0.09
N 0.52 1.11 2.33
C 0.01 0.41 -1.61
C 0.61 -0.85 1.18
C -0.78 0.80 -2.00
C -0.26 -0.63 0.19
H 0.06 -0.41 0.16
H 0.14 -0.15 0.20
H -0.22 -0.20 0.05
H -0.03 -0.09 -0.15
H -0.10 0.00 -0.36
N 0.54 -0.38 0.06
C -1.45 0.47 0.20
C 1.03 -0.32 -0.08
C 0.48 0.77 0.10
C -0.38 -0.45 -0.89
H -0.17 -0.26 0.17
H -0.03 0.07 0.16
H 0.16 0.03 -0.03
H 0.22 0.20 0.29
H -0.37 -0.17 0.02
N 1.80 0.70 -0.45
C -0.72 -0.45 -2.70
C 0.21 -0.57 -0.55
C 1.23 1.70 2.27
C -1.72 -1.05 1.63
H -0.14 -0.16 0.06
H -0.23 0.22 0.10
H -0.08 0.27 -0.26
H -0.13 -0.15 -0.33
H -0.22 -0.48 0.24
N 0.75 -0.65 -1.33
C 0.66 0.14 2.46
C -0.45 0.30 -0.38
C -0.29 0.52 1.13
C -1.05 -0.16 -1.81
H 0.35 -0.25 -0.27
H -0.06 0.13 0.01
H -0.02 0.15 0.01
H 0.01 -0.02 0.15
H 0.13 -0.16 0.13

***

(3)
DFT (the ωB97M-V functional and the def2-TZVPD basis) results for a molecular structure, C3H12NO3.

- total charge = -1
- energy above the lowest of the compared OMol25 structures with the same formula, charge and spin (kcal/mol) = 32.9

Each line ends with the natural charge from an NBO analysis.
Atoms and positions in Å:
C: -0.084 1.950 1.022  -0.4568
N: 1.345 1.662 0.738  -0.6559
C: 1.523 0.420 -0.043  -0.2501
C: 1.556 -0.849 0.869  -0.0568
O: 0.708 -1.836 0.377  -0.8555
H: -0.651 1.503 0.200  0.2255
H: -0.179 3.027 1.032  0.1863
H: -0.427 1.241 1.785  0.1955
H: 1.945 1.657 1.547  0.3371
H: 2.499 0.479 -0.523  0.1636
H: 0.715 0.318 -0.753  0.2123
H: 1.300 -0.583 1.911  0.1109
H: 2.580 -1.256 0.838  0.1259
H: -1.862 -1.714 0.297  0.4323
H: -0.359 -1.398 0.142  0.4815
O: -1.502 -0.939 -0.156  -1.1835
H: -2.082 -0.887 -2.121  0.5081
H: -2.526 0.509 -2.092  0.4635
O: -2.726 -0.310 -2.560  -0.9840

Forces on the atoms, in the same order (eV/Å):
C 1.39 -1.89 -0.78
N -0.46 0.35 -1.46
C 0.75 0.14 1.98
C -0.71 -0.59 -1.19
O -0.12 -0.22 0.19
H 0.02 0.58 -0.33
H -0.69 0.05 0.83
H -0.38 1.09 0.84
H -0.24 -0.07 0.25
H -0.02 0.10 -0.49
H -0.02 0.01 -0.23
H 0.14 0.24 0.01
H 0.07 0.12 0.36
H -0.59 0.28 -0.18
H 0.74 0.35 -0.24
O 0.30 -0.58 0.33
H -0.08 -0.22 0.60
H -0.20 -0.09 0.05
O 0.11 0.36 -0.55

***

no.,F_max (eV Å⁻¹),HOMO (eV),gap between HOMO and LUMO (eV)
1,1.17,-10.146,11.09
2,3.97,-0.629,3.39
3,2.47,-3.981,8.05